# 1
Below is C19H25N7O9P2W as an isolated structure, with properties calculated with wB97M-V/def2-TZVPD.

For the LUMO energy (alpha / beta), the calculation gives -6.0 / -6.6 eV. Its electronic energy is -69366.8661 eV. The energy above the lowest of the compared OMol25 structures with the same formula, charge and spin comes out at 0.0 kcal/mol. The value obtained for the HOMO-LUMO gap (alpha / beta) is 7.972 / 7.914 eV. The net charge is +2. Its spin multiplicity is 3. As for the HOMO energy (alpha / beta): -13.95 / -14.53 eV.

Positions of all 63 atoms, in Å:
W (0.6017, -0.1770, 0.2363)
N (1.2938, -0.4826, 2.3193)
N (1.5853, 0.8088, 2.8159)
C (2.0382, 1.7375, 1.8645)
O (2.4406, 2.8183, 2.1707)
O (1.9180, 1.2882, 0.6089)
H (0.5416, -0.9342, 2.8505)
H (2.1069, -1.0985, 2.3479)
H (1.9952, 0.8693, 3.7379)
N (-2.3207, -3.6925, -1.0600)
C (-1.3263, -3.6035, 0.0852)
C (-1.3548, -4.8819, 0.9096)
P (-1.7663, -2.1221, 1.1067)
O (-3.3585, -2.2334, 1.0187)
O (-1.3649, -0.9324, 0.2074)
O (-1.2202, -2.1419, 2.4725)
P (0.2703, -3.1499, -0.7153)
O (1.0468, -4.5227, -0.8217)
O (-0.0319, -2.5105, -2.0193)
O (0.9362, -2.2671, 0.3631)
H (-2.3035, -4.6277, -1.4736)
H (-2.0191, -3.0234, -1.7883)
H (-3.2725, -3.4922, -0.7381)
H (-2.3396, -5.0357, 1.3541)
H (-0.6342, -4.8012, 1.7215)
H (-1.0889, -5.7487, 0.3037)
H (-3.8259, -2.0376, 1.8425)
H (1.6369, -4.5876, -1.5854)
C (4.7249, -1.1594, -1.1603)
C (4.8306, -0.4167, -2.3255)
C (3.7084, 0.2233, -2.8247)
C (2.5109, 0.1207, -2.1348)
N (2.4259, -0.5756, -0.9877)
C (3.5041, -1.2096, -0.5193)
C (1.2427, 0.7040, -2.6089)
C (1.0747, 1.2429, -3.8741)
C (-0.1809, 1.6790, -4.2606)
C (-1.2462, 1.5496, -3.3836)
C (-1.0145, 1.0018, -2.1401)
N (0.2076, 0.6006, -1.7542)
H (5.5712, -1.6856, -0.7434)
H (5.7751, -0.3391, -2.8463)
H (3.7756, 0.7990, -3.7349)
H (3.3677, -1.7812, 0.3885)
H (1.9035, 1.3086, -4.5619)
H (-0.3246, 2.1032, -5.2451)
H (-2.2449, 1.8625, -3.6515)
H (-1.8074, 0.8686, -1.4170)
N (-2.4971, 5.9795, 2.6656)
C (-3.0050, 4.7283, 2.6721)
O (-4.1031, 4.4281, 3.0814)
C (-2.1237, 3.6428, 2.0895)
C (-1.2173, 3.8470, 1.0605)
C (-0.5091, 2.7683, 0.5676)
N (-0.6704, 1.5243, 1.0448)
C (-1.5456, 1.3305, 2.0488)
C (-2.2879, 2.3554, 2.5863)
H (-3.0492, 6.7071, 3.0925)
H (-1.5190, 6.1568, 2.5197)
H (-1.0593, 4.8227, 0.6227)
H (0.2280, 2.9003, -0.2122)
H (-1.6326, 0.3221, 2.4295)
H (-2.9971, 2.1724, 3.3811)

---

# 2
Below is a 2-piece molecular cluster, C4H5BO2 overall, with properties calculated with wB97M-V/def2-TZVPD.

For the LUMO energy (alpha / beta), the calculation gives -0.5 / -1.1 eV. Its electronic energy is -8993.5324 eV. The energy above the lowest of the compared OMol25 structures with the same formula, charge and spin comes out at 102.1 kcal/mol. The value obtained for the HOMO-LUMO gap (alpha / beta) is 7.277 / 6.873 eV. The net charge is 0. Its spin multiplicity is 3. As for the HOMO energy (alpha / beta): -7.75 / -7.98 eV.

Positions of all 12 atoms, in Å:
B (1.5935, -0.0997, -0.0144)
C (-2.6459, -0.9039, 0.7207)
C (-2.1367, -0.0402, -0.0143)
C (0.7949, 1.2866, 0.1253)
C (-1.6379, 1.1427, -0.4094)
O (2.8459, -0.0352, 0.4096)
O (1.1070, -1.0002, -0.9481)
H (-3.3094, -1.6823, 1.0050)
H (0.3689, 1.8557, 0.9301)
H (-2.0512, 1.8731, -0.9384)
H (3.2498, -0.8857, 0.4416)
H (1.8212, -1.5109, -1.3076)

---

# 3
Below is a 2-piece molecular cluster, C4H12N3 overall, with properties calculated with wB97M-V/def2-TZVPD.

For the LUMO energy, the calculation gives -3.6 eV. Its electronic energy is -8806.4028 eV. The energy above the lowest of the compared OMol25 structures with the same formula, charge and spin comes out at 30.7 kcal/mol. The value obtained for the HOMO-LUMO gap is 9.344 eV. The net charge is +1. As for the HOMO energy: -12.91 eV.

Positions of all 19 atoms, in Å:
N (-1.4817, 0.6142, -0.8924)
C (-0.5833, 0.6417, -1.9564)
N (0.5150, -0.0948, -1.9487)
N (-0.8857, 1.4181, -2.9642)
H (-1.0692, 0.9493, -0.0265)
H (-1.8127, -0.3308, -0.7119)
H (0.7366, -0.6271, -1.1202)
H (1.1857, -0.0754, -2.7014)
H (-1.7596, 1.9274, -2.9623)
H (-0.3015, 1.4827, -3.7880)
C (1.2306, 0.2942, 1.9929)
C (0.7139, -1.0177, 2.4829)
C (-0.3209, -1.6946, 2.0189)
H (2.3029, 0.2317, 1.7955)
H (0.7493, 0.6335, 1.0694)
H (1.0867, 1.0803, 2.7350)
H (1.2540, -1.4489, 3.3193)
H (-0.6122, -2.6377, 2.4524)
H (-0.9480, -1.3463, 1.2058)